Formula: C69H168N11O
Source: the OMol25 dataset
Level of theory: the ωB97M-V functional and the def2-TZVPD basis

Each line ends with the Löwdin charge.
Geometry (Å):
C 5.951 3.481 -6.068  -0.08
C 6.583 2.570 -5.008  -0.24
N 7.218 3.228 -3.848  -0.16
C 8.240 4.236 -4.168  -0.28
C 9.487 4.272 -3.323  -0.11
C 6.242 3.848 -2.961  -0.29
C 5.284 2.910 -2.289  -0.08
H 5.191 4.108 -5.588  0.05
H 5.387 2.970 -6.889  0.08
H 6.702 4.143 -6.534  0.07
H 5.895 1.848 -4.568  0.09
H 7.359 1.997 -5.464  0.10
H 8.683 4.174 -5.170  0.11
H 7.808 5.238 -4.024  0.11
H 9.948 3.252 -3.174  0.09
H 10.201 4.906 -3.813  0.06
H 9.326 4.613 -2.301  0.06
H 5.759 4.680 -3.460  0.08
H 6.736 4.402 -2.091  0.14
H 4.928 2.196 -3.010  0.05
H 4.455 3.523 -1.887  0.06
H 5.733 2.403 -1.432  0.08
C -5.138 3.564 -1.411  -0.09
C -6.321 3.065 -2.241  -0.24
N -6.070 1.807 -2.910  -0.21
C -4.932 1.784 -3.854  -0.24
C -5.330 1.568 -5.363  -0.08
C -6.460 0.563 -2.241  -0.21
C -7.954 0.307 -2.581  -0.08
H -4.222 3.666 -1.937  0.05
H -4.949 2.845 -0.653  0.04
H -5.212 4.504 -0.903  0.07
H -7.172 3.032 -1.646  0.08
H -6.542 3.924 -2.974  0.14
H -4.446 2.752 -3.760  0.09
H -4.136 1.017 -3.562  0.12
H -4.467 1.579 -6.073  0.08
H -5.921 0.657 -5.515  0.06
H -5.963 2.408 -5.544  0.05
H -6.238 0.612 -1.149  0.10
H -5.831 -0.220 -2.731  0.11
H -8.542 1.062 -2.112  0.05
H -8.422 -0.683 -2.249  0.07
H -8.136 0.320 -3.605  0.04
C -2.211 6.963 3.939  -0.08
C -0.788 6.418 3.802  -0.26
N -0.671 5.193 3.043  -0.19
C 0.472 4.360 3.376  -0.27
C 0.120 3.439 4.533  -0.08
C -0.825 5.309 1.605  -0.25
C -1.294 4.081 0.829  -0.06
H -2.880 6.186 4.399  0.07
H -2.703 7.230 3.017  0.05
H -2.142 7.900 4.538  0.08
H -0.179 7.144 3.259  0.11
H -0.359 6.243 4.774  0.10
H 0.849 3.780 2.517  0.10
H 1.395 4.840 3.710  0.11
H 0.981 2.724 4.761  0.08
H -0.065 4.079 5.434  0.08
H -0.763 2.828 4.407  0.05
H 0.110 5.654 1.123  0.10
H -1.542 6.122 1.347  0.12
H -0.914 3.236 1.361  0.04
H -0.902 4.073 -0.194  0.06
H -2.378 3.875 0.775  0.07
C -3.008 -2.821 -1.935  -0.05
C -3.738 -4.154 -2.258  -0.23
N -4.689 -4.474 -1.167  -0.17
C -5.196 -5.867 -1.336  -0.23
C -4.137 -6.913 -0.850  -0.07
C -5.822 -3.599 -1.087  -0.31
C -6.737 -3.460 -2.264  -0.09
H -2.112 -2.632 -2.495  0.04
H -2.722 -3.031 -0.890  0.05
H -3.629 -1.879 -1.937  0.08
H -4.250 -4.102 -3.268  0.12
H -2.999 -4.932 -2.265  0.08
H -6.080 -5.956 -0.646  0.12
H -5.524 -6.114 -2.324  0.10
H -4.501 -7.923 -0.979  0.06
H -3.164 -6.720 -1.314  0.06
H -4.002 -6.743 0.235  0.06
H -5.533 -2.583 -0.757  0.10
H -6.513 -3.900 -0.315  0.10
H -6.307 -3.381 -3.254  0.07
H -7.426 -2.584 -2.194  0.06
H -7.390 -4.332 -2.266  0.07
C 3.250 7.167 -4.178  -0.06
C 3.444 6.356 -2.884  -0.31
N 2.412 6.615 -1.962  -0.20
C 2.877 7.300 -0.719  -0.23
C 3.235 8.713 -1.128  -0.10
C 1.681 5.381 -1.629  -0.26
C 0.907 4.930 -2.815  -0.10
H 2.203 7.055 -4.501  0.08
H 4.021 6.829 -4.890  0.07
H 3.443 8.194 -4.021  0.04
H 3.427 5.284 -3.178  0.10
H 4.398 6.539 -2.442  0.10
H 2.036 7.314 0.015  0.12
H 3.777 6.777 -0.392  0.11
H 4.081 8.783 -1.869  0.08
H 2.349 9.249 -1.395  0.06
H 3.594 9.272 -0.208  0.09
H 1.000 5.647 -0.869  0.06
H 2.378 4.497 -1.200  0.15
H 1.422 4.731 -3.759  0.08
H 0.133 5.648 -3.019  0.08
H 0.336 4.023 -2.706  0.05
C -3.108 -2.805 5.489  -0.08
C -2.785 -3.709 4.329  -0.25
N -3.546 -3.265 3.142  -0.18
C -2.968 -3.791 1.888  -0.21
C -1.519 -3.176 1.654  -0.06
C -5.014 -3.394 3.087  -0.23
C -5.473 -4.892 3.261  -0.06
H -4.130 -2.907 5.808  0.06
H -2.854 -1.750 5.185  0.09
H -2.579 -3.123 6.349  0.06
H -1.726 -3.563 4.213  0.08
H -2.972 -4.757 4.580  0.11
H -2.900 -4.873 1.863  0.10
H -3.577 -3.513 1.082  0.06
H -1.414 -2.112 1.420  0.06
H -0.839 -3.442 2.481  0.04
H -1.058 -3.729 0.811  0.05
H -5.379 -3.016 2.133  0.09
H -5.450 -2.808 3.910  0.10
H -4.756 -5.246 3.970  0.04
H -5.408 -5.425 2.282  0.07
H -6.474 -4.946 3.729  0.07
C 4.160 -0.860 -1.529  -0.06
C 2.672 -0.545 -1.709  -0.24
N 2.144 0.407 -0.726  -0.19
C 1.564 -0.140 0.474  -0.26
C 1.810 0.803 1.588  -0.09
C 1.379 1.546 -1.263  -0.19
C -0.083 1.050 -1.728  -0.04
H 4.613 0.093 -1.295  0.05
H 4.536 -1.285 -2.450  0.07
H 4.335 -1.519 -0.717  0.04
H 2.524 -0.020 -2.718  0.12
H 2.146 -1.488 -1.784  0.09
H 0.481 -0.362 0.405  0.10
H 2.091 -1.107 0.792  0.13
H 1.478 1.785 1.496  0.02
H 1.249 0.485 2.488  0.08
H 2.875 0.821 1.795  0.06
H 1.907 1.949 -2.125  0.10
H 1.247 2.327 -0.557  0.07
H -0.555 1.787 -2.309  0.03
H -0.709 0.856 -0.862  0.05
H -0.009 0.130 -2.285  0.05
C 1.487 -0.601 -5.809  -0.09
C 0.697 -1.783 -5.277  -0.26
N 1.591 -2.709 -4.580  -0.19
C 2.457 -3.363 -5.541  -0.27
C 3.382 -4.417 -4.957  -0.08
C 0.889 -3.653 -3.678  -0.25
C -0.162 -4.472 -4.387  -0.07
H 1.913 -0.796 -6.784  0.06
H 2.308 -0.305 -5.104  0.08
H 0.896 0.306 -5.984  0.07
H -0.076 -1.579 -4.531  0.11
H 0.175 -2.380 -6.070  0.12
H 1.842 -3.932 -6.206  0.09
H 2.948 -2.623 -6.054  0.08
H 4.301 -4.547 -5.538  0.07
H 3.675 -4.085 -3.930  0.08
H 2.934 -5.420 -4.775  0.08
H 0.562 -3.132 -2.804  0.09
H 1.630 -4.370 -3.267  0.08
H -0.994 -3.882 -4.730  0.06
H -0.511 -5.275 -3.799  0.06
H 0.365 -4.777 -5.318  0.08
C 0.591 -6.610 1.996  -0.10
C 0.918 -6.517 0.524  -0.27
N 2.364 -6.548 0.271  -0.17
C 3.093 -5.449 0.980  -0.22
C 2.722 -4.046 0.542  -0.09
C 2.616 -6.479 -1.184  -0.29
C 2.299 -7.725 -1.885  -0.11
H 1.270 -7.297 2.532  0.09
H -0.438 -6.987 2.108  0.07
H 0.607 -5.682 2.551  0.04
H 0.482 -7.450 0.125  0.11
H 0.458 -5.661 0.003  0.10
H 2.859 -5.557 2.043  0.10
H 4.115 -5.518 0.824  0.09
H 3.300 -3.294 1.049  0.05
H 2.922 -3.876 -0.560  0.08
H 1.638 -3.824 0.706  0.07
H 3.722 -6.319 -1.214  0.13
H 2.206 -5.554 -1.668  0.09
H 3.099 -8.097 -2.524  0.07
H 1.338 -7.831 -2.430  0.08
H 2.184 -8.490 -1.151  0.06
C -2.518 0.538 3.063  -0.06
C -3.550 1.653 2.818  -0.28
N -4.775 1.584 3.564  -0.18
C -5.567 0.338 3.167  -0.23
C -5.914 0.266 1.736  -0.11
C -5.529 2.770 3.508  -0.31
C -4.971 3.930 4.367  -0.10
H -2.391 0.542 4.098  0.05
H -1.534 0.766 2.602  0.07
H -2.790 -0.477 2.843  0.04
H -3.025 2.533 3.267  0.10
H -3.704 1.993 1.774  0.10
H -4.940 -0.529 3.394  0.08
H -6.449 0.248 3.791  0.11
H -6.221 -0.702 1.412  0.05
H -6.735 0.989 1.555  0.09
H -5.042 0.582 1.152  0.07
H -6.613 2.584 3.643  0.12
H -5.542 3.215 2.454  0.12
H -4.164 4.406 3.823  0.03
H -4.653 3.630 5.435  0.10
H -5.857 4.649 4.544  0.09
C 5.326 -0.471 3.320  -0.03
C 4.624 -0.715 4.652  -0.40
C 3.918 0.585 5.270  -0.10
C 2.906 0.160 6.337  -0.20
C 1.905 -0.853 5.838  -0.11
C 2.566 -2.205 5.377  -0.46
N 3.705 -1.860 4.531  -0.11
O 4.138 -2.841 3.757  -0.05
C 2.967 -3.058 6.596  -0.01
C 1.672 -3.085 4.468  -0.04
C 5.854 -1.079 5.635  -0.02
H 4.709 -0.077 2.552  0.06
H 5.758 -1.359 2.996  0.06
H 6.093 0.207 3.412  0.06
H 4.839 1.073 5.642  0.12
H 3.390 1.184 4.530  0.10
H 2.533 1.075 6.780  0.11
H 3.485 -0.222 7.152  0.09
H 1.379 -0.407 4.943  0.12
H 1.091 -0.984 6.560  0.12
H 3.453 -3.977 6.170  0.10
H 3.653 -2.562 7.219  0.05
H 2.109 -3.433 7.115  0.08
H 0.605 -3.125 4.662  0.06
H 1.659 -2.702 3.371  0.11
H 2.058 -4.082 4.316  0.06
H 6.746 -0.446 5.505  0.08
H 6.144 -2.112 5.470  0.08
H 5.651 -1.020 6.692  0.06

Orbital gap (spin up / spin down): 8.41 / 8.41 eV
LUMO level (spin up / spin down): 0.544 / 0.544 eV
E_HOMO (spin up / spin down): -7.870 / -7.871 eV
Spin multiplicity: 2


Formula: C69H60BaGe2N3O2P3S3
Source: the OMol25 dataset
Level of theory: the ωB97M-V functional and the def2-TZVPD basis

Each line ends with the Löwdin charge.
Geometry (Å):
Ba -1.625 -0.371 -0.819  1.38
S -4.331 0.027 0.249  0.04
P -3.791 -0.603 2.148  0.36
C -2.575 0.146 2.970  -0.53
P -0.955 0.013 2.943  0.46
S 0.138 0.708 1.248  0.07
C -0.281 -1.669 3.248  -0.34
C 0.112 -2.503 2.208  -0.10
C 0.466 -3.826 2.444  -0.06
C 0.460 -4.320 3.738  -0.10
C 0.087 -3.492 4.791  -0.10
C -0.291 -2.183 4.545  -0.11
C -0.237 0.957 4.342  -0.34
C -1.021 1.906 4.983  -0.08
C -0.511 2.629 6.052  -0.09
C 0.778 2.389 6.505  -0.11
C 1.565 1.437 5.868  -0.10
C 1.065 0.743 4.778  -0.11
C -3.616 -2.428 2.093  -0.34
C -3.259 -3.067 3.285  -0.09
C -3.121 -4.439 3.334  -0.09
C -3.339 -5.202 2.189  -0.09
C -3.697 -4.584 1.006  -0.08
C -3.844 -3.199 0.963  -0.11
C -5.346 -0.456 3.119  -0.34
C -6.465 -1.228 2.828  -0.09
C -7.634 -1.076 3.555  -0.10
C -7.698 -0.139 4.580  -0.11
C -6.586 0.635 4.873  -0.10
C -5.414 0.474 4.146  -0.09
H 0.153 -2.112 1.197  0.02
H 0.748 -4.463 1.614  0.09
H 0.742 -5.348 3.928  0.10
H 0.079 -3.871 5.805  0.10
H -0.606 -1.551 5.368  0.11
H -2.035 2.047 4.627  0.08
H -1.128 3.371 6.543  0.09
H 1.170 2.941 7.350  0.09
H 2.576 1.248 6.206  0.10
H 1.692 0.017 4.272  0.11
H -3.087 -2.466 4.169  0.10
H -2.827 -4.916 4.260  0.10
H -3.216 -6.278 2.224  0.10
H -3.840 -5.161 0.103  0.09
H -4.119 -2.706 0.039  0.05
H -6.424 -1.956 2.026  0.10
H -8.497 -1.687 3.323  0.09
H -8.613 -0.017 5.147  0.09
H -6.628 1.365 5.672  0.09
H -4.526 1.055 4.366  0.08
O -2.478 -4.476 -1.822  0.01
C -1.448 -3.872 -1.541  -0.63
O -1.334 -2.607 -1.406  -0.47
C -0.149 -4.606 -1.293  -0.15
C -0.226 -5.980 -1.112  -0.02
C 0.904 -6.721 -0.804  -0.08
C 2.120 -6.070 -0.688  -0.08
C 2.206 -4.699 -0.889  -0.08
C 1.083 -3.933 -1.198  -0.26
P 1.227 -2.082 -1.368  1.07
C 3.044 -1.928 -1.264  -0.40
C 3.956 -2.315 -2.243  -0.11
C 5.313 -2.335 -1.970  -0.09
C 5.775 -1.967 -0.710  -0.09
C 4.880 -1.546 0.262  -0.09
C 3.519 -1.514 -0.020  -0.10
C 0.906 -1.753 -3.151  -0.36
C 1.104 -0.442 -3.583  -0.11
C 0.740 -0.051 -4.865  -0.09
C 0.171 -0.968 -5.735  -0.09
C -0.026 -2.279 -5.317  -0.08
C 0.337 -2.665 -4.036  -0.07
H -1.202 -6.436 -1.201  0.11
H 0.837 -7.790 -0.651  0.10
H 3.015 -6.626 -0.437  0.10
H 3.173 -4.227 -0.785  0.09
H 3.598 -2.627 -3.218  0.11
H 6.014 -2.643 -2.734  0.10
H 6.836 -1.990 -0.495  0.10
H 5.231 -1.229 1.235  0.10
H 2.812 -1.180 0.733  0.09
H 1.528 0.291 -2.902  0.07
H 0.891 0.976 -5.177  0.09
H -0.121 -0.662 -6.732  0.10
H -0.472 -3.004 -5.986  0.10
H 0.165 -3.686 -3.724  0.11
N -2.716 2.001 -5.411  0.17
C -1.997 3.146 -5.117  -0.19
C -1.772 4.317 -5.831  -0.03
C -1.054 5.303 -5.180  -0.09
C -0.581 5.124 -3.871  -0.08
C -0.793 3.946 -3.183  0.00
C -1.506 2.939 -3.828  -0.22
N -1.912 1.692 -3.346  0.16
C -2.641 1.197 -4.309  -0.28
C -3.354 -0.085 -4.254  -0.33
C -4.275 -0.562 -5.133  -0.35
S -4.834 -2.079 -4.592  1.05
C -3.805 -1.977 -3.231  -0.43
N -3.093 -0.890 -3.180  -0.06
H -3.223 1.804 -6.253  0.15
H -2.153 4.463 -6.832  0.10
H -0.861 6.239 -5.687  0.10
H -0.037 5.923 -3.387  0.10
H -0.429 3.817 -2.174  0.09
H -4.658 -0.103 -6.026  0.07
H -3.718 -2.785 -2.514  0.06
C 4.796 4.135 -1.757  -0.25
Ge 3.506 2.691 -2.089  0.66
C 4.541 1.101 -2.574  -0.25
C 2.615 3.167 -3.763  -0.25
Ge 2.036 2.264 -0.168  0.77
C 0.962 3.923 0.052  -0.39
C 1.609 5.149 -0.123  -0.13
C 0.924 6.352 -0.020  -0.10
C -0.434 6.354 0.269  -0.11
C -1.089 5.150 0.467  -0.09
C -0.397 3.948 0.363  -0.15
C 3.341 2.364 1.299  -0.37
C 4.656 1.925 1.136  -0.15
C 5.598 2.069 2.147  -0.10
C 5.240 2.673 3.342  -0.11
C 3.936 3.110 3.523  -0.10
C 2.991 2.940 2.520  -0.11
H 5.565 4.058 -2.529  0.01
H 5.266 4.050 -0.779  0.01
H 4.327 5.114 -1.834  0.00
H 5.452 1.425 -3.083  0.02
H 3.964 0.485 -3.262  0.01
H 4.815 0.474 -1.734  -0.02
H 3.304 2.923 -4.573  0.02
H 2.374 4.229 -3.810  0.01
H 1.689 2.615 -3.915  -0.02
H 2.672 5.176 -0.323  0.07
H 1.454 7.287 -0.157  0.09
H -0.971 7.291 0.353  0.09
H -2.143 5.135 0.712  0.10
H -0.925 3.022 0.550  0.04
H 4.965 1.459 0.209  0.07
H 6.612 1.718 1.993  0.10
H 5.973 2.802 4.129  0.09
H 3.643 3.574 4.455  0.10
H 1.973 3.271 2.688  0.10

Orbital gap (spin up / spin down): 5.25 / 5.54 eV
Charge: -1
LUMO level (spin up / spin down): 1.625 / 1.528 eV
E_HOMO (spin up / spin down): -3.625 / -4.008 eV
Spin multiplicity: 2


For each record above, in turn, the calculated max |F| values are 0.0677, 0.0286 hartree/bohr.